Entry from OMol25: a 3-piece molecular cluster, C5H12N2O3 overall at a distorted geometry (ωB97M-V/def2-TZVPD).

Properties
Kohn-Sham gap, eV: 8.34
LUMO level, eV: -0.39
Spin multiplicity: 1
Total energy, Eh: -532.74236
Energy relative to the best compared isomer or geometry (same formula, charge and spin), kJ/mol: 660.7

XYZ file:
```
22
Properties=species:S:1:pos:R:3:mulliken_charge:R:1
C 3.266 -4.811 -3.817 -0.8518
N 2.160 -3.944 -3.462 -0.1137
H 1.789 -3.397 -4.231 0.2498
C 2.201 -3.245 -2.221 -0.2213
N 0.825 -3.061 -1.780 0.1507
C -0.246 -3.974 -2.100 -0.8786
C 0.508 -1.673 -1.531 -0.4876
C 1.630 -1.145 -0.630 0.4388
O 3.244 -1.671 -2.999 -0.7925
O 2.377 -2.101 -0.244 -0.5897
H 4.248 -4.309 -3.816 0.2920
H 3.320 -5.633 -3.089 0.2880
H 3.097 -5.225 -4.819 0.3290
H 2.619 -4.025 -1.556 0.3906
H 0.065 -4.999 -1.856 0.2894
H -1.131 -3.757 -1.488 0.3207
H -0.511 -3.895 -3.168 0.3169
H 0.529 -1.115 -2.481 0.2321
H -0.452 -1.523 -1.015 0.4778
O 2.240 -0.100 -1.047 -0.7122
H 4.056 -1.773 -2.492 0.3248
H 2.883 -0.406 -2.182 0.5467
```



Entry from OMol25: C5H12N2O3S as an isolated structure at a distorted geometry (ωB97M-V/def2-TZVPD).

Properties
Kohn-Sham gap, eV: 8.07
LUMO level, eV: 0.40
Spin multiplicity: 1
Total energy, Eh: -931.01439
Energy relative to the best compared isomer or geometry (same formula, charge and spin), kJ/mol: 340.3

XYZ file:
```
23
Properties=species:S:1:pos:R:3:mulliken_charge:R:1
C -0.464 0.617 -0.176 0.4388
C -1.983 0.548 0.024 0.0724
C 0.260 -0.034 1.006 -0.6402
C 1.792 0.073 0.929 -0.7074
C 2.336 -0.385 -0.414 0.5395
H -3.759 -1.482 0.570 0.0930
H -3.886 -2.288 -1.209 0.0459
H 0.800 1.963 -1.019 0.3396
H 0.080 2.530 0.348 0.2056
H -0.261 0.030 -1.079 0.3869
H -0.056 -1.080 1.065 0.2976
H -0.074 0.435 1.941 0.3869
H 2.238 -0.495 1.753 0.4123
H 2.100 1.117 1.046 0.2550
H 3.177 -1.996 -1.342 0.2431
H 2.886 -2.239 0.354 0.1951
H -1.942 2.154 -0.894 0.4729
N -0.076 1.990 -0.501 -0.6974
N 2.852 -1.639 -0.454 -0.3986
O -2.532 -0.355 0.609 -0.2172
O 2.279 0.325 -1.410 -0.6409
O -2.643 1.562 -0.537 -0.4954
S -3.125 -1.350 -0.609 -0.5875
```



Entry from OMol25: the molecule C5H12N2S at a distorted geometry (ωB97M-V/def2-TZVPD).

Properties
Kohn-Sham gap, eV: 9.58
LUMO level, eV: 0.75
SMILES: [H]/N=C/NSC(C)(C)C
Spin multiplicity: 1
Total energy, Eh: -705.34554
Energy relative to the best compared isomer or geometry (same formula, charge and spin), kJ/mol: 124.1

XYZ file:
```
20
Properties=species:S:1:pos:R:3:mulliken_charge:R:1
H 3.585 1.364 0.735 0.2083
N 2.905 0.650 0.731 -0.5777
C 2.657 0.230 -0.463 0.0419
N 1.709 -0.704 -0.692 -0.3029
S 0.615 -1.235 0.583 -0.0259
C -0.847 -0.240 0.206 1.4806
C -0.912 -0.151 -1.312 -1.6723
C -1.904 -1.109 0.879 -1.7831
C -0.872 1.175 0.861 -1.4727
H 3.469 0.307 -1.230 0.3363
H 1.581 -1.145 -1.595 0.2692
H 0.035 0.403 -1.460 0.5124
H -1.084 -1.151 -1.744 0.2908
H -1.714 0.605 -1.780 0.2732
H -1.732 -1.087 1.968 0.4714
H -1.891 -2.017 0.334 0.4917
H -2.816 -0.454 0.829 0.3598
H -1.934 1.365 1.213 0.3841
H -0.188 1.181 1.710 0.3291
H -0.659 2.009 0.226 0.3859
```



Entry from OMol25: a 2-piece molecular cluster, C5H12N2S overall at a distorted geometry (ωB97M-V/def2-TZVPD).

Properties
Kohn-Sham gap, eV: 8.61
LUMO level, eV: 0.78
Spin multiplicity: 1
Total energy, Eh: -705.24724
Energy relative to the best compared isomer or geometry (same formula, charge and spin), kJ/mol: 382.2

XYZ file:
```
20
Properties=species:S:1:pos:R:3:mulliken_charge:R:1
C -0.609 -0.129 0.679 -0.3947
C 1.461 0.800 -0.603 -0.2312
C -1.760 0.538 0.092 -1.1500
C 1.334 2.128 0.163 -1.1172
C -0.719 -2.034 -0.864 -0.7597
N 0.763 -1.957 0.848 -1.1081
N -0.217 -1.348 0.357 0.8190
S 2.457 -0.525 -0.184 -0.1255
H -0.139 0.300 1.542 0.5195
H 0.722 0.621 -1.349 0.3614
H -1.527 0.862 -0.914 0.3718
H -1.898 1.498 0.712 0.2890
H -2.762 0.040 0.249 0.3385
H 1.785 1.982 1.108 0.3607
H 0.459 2.783 0.290 0.2909
H 1.976 2.774 -0.373 0.3745
H 0.180 -2.644 -1.197 0.2705
H -1.462 -2.750 -0.836 0.3562
H -0.945 -1.193 -1.543 0.3132
H 0.902 -1.746 1.825 0.2212
```